{
  "formula": "C14H10ClN3O3",
  "method": "ωB97M-V/def2-TZVPD",
  "de_lowest_kcal_mol": 61.94,
  "lumo_energy_ev": -0.072,
  "orbital_gap_ev": 8.039,
  "smiles": "O=C(N/N=C/c1cc2c(cc1Cl)OCO2)c1ccncc1",
  "elements": ["O", "C", "N", "N", "C", "C", "C", "C", "C", "C", "C", "Cl", "O", "C", "O", "C", "C", "C", "N", "C", "C", "H", "H", "H", "H", "H", "H", "H", "H", "H", "H"],
  "coordinates": [[-2.0657, -1.8175, 0.0222], [-2.3889, -0.6492, 0.0109], [-1.5132, 0.4027, -0.0284], [-0.1622, 0.4293, -0.0370], [0.5585, -0.6235, 0.0322], [2.0019, -0.4895, 0.0237], [2.5801, 0.7919, -0.0644], [3.9429, 0.8900, -0.0701], [4.7603, -0.2451, 0.0089], [4.2277, -1.5071, 0.0956], [2.8362, -1.6093, 0.1016], [2.1735, -3.1972, 0.2113], [6.0681, 0.1324, -0.0161], [6.0649, 1.5431, -0.1133], [4.7318, 2.0052, -0.1463], [-3.8228, -0.2195, 0.0175], [-4.7558, -1.0294, -0.6241], [-6.0873, -0.6462, -0.6078], [-6.5203, 0.4447, 0.0000], [-5.6382, 1.2008, 0.6285], [-4.2799, 0.9229, 0.6695], [-1.8965, 1.3370, -0.0997], [0.1532, -1.6276, 0.0980], [1.9393, 1.6535, -0.1248], [4.8524, -2.3815, 0.1564], [6.5860, 1.8486, -1.0343], [6.5844, 1.9721, 0.7581], [-4.4307, -1.9319, -1.1172], [-6.8460, -1.2397, -1.1000], [-6.0409, 2.0742, 1.1247], [-3.6130, 1.5661, 1.2243]],
  "forces_ev_per_angstrom": [[0.1, -0.1, 0.0], [0.2, 0.1, 0.0], [-0.5, 0.2, 0.0], [0.7, 0.1, 0.0], [-0.9, -0.3, 0.0], [0.8, -0.1, 0.0], [0.4, 0.0, 0.0], [0.1, -0.6, 0.0], [-0.6, 0.3, 0.0], [0.3, 0.3, 0.0], [-0.2, 0.6, 0.0], [-0.1, -0.4, 0.0], [-0.2, -0.5, 0.0], [1.0, 0.8, -0.1], [-0.4, 0.0, 0.0], [-0.4, 0.0, 0.0], [0.2, 0.2, 0.1], [0.2, -0.3, -0.1], [-0.5, 0.2, 0.0], [0.2, 0.2, 0.1], [0.0, -0.2, -0.2], [0.1, -0.4, 0.0], [-0.1, 0.2, 0.0], [-0.1, 0.1, 0.0], [0.1, -0.1, 0.0], [-0.2, -0.1, 0.2], [-0.2, -0.1, -0.2], [0.0, -0.1, 0.0], [0.0, -0.1, -0.1], [0.1, 0.1, 0.1], [0.0, 0.1, 0.1]]
}

=====

{
  "formula": "C14H10F5N3OPt",
  "method": "ωB97M-V/def2-TZVPD",
  "lumo_energy_ev": -0.249,
  "orbital_gap_ev": 8.222,
  "elements": ["Pt", "O", "C", "N", "C", "C", "C", "C", "C", "C", "N", "C", "C", "C", "C", "C", "N", "H", "H", "H", "H", "H", "H", "H", "H", "H", "H", "F", "C", "F", "C", "F", "F", "F"],
  "coordinates": [[0.0077, 0.1262, 0.3120], [0.9010, -1.6186, -3.2573], [0.8481, -1.1686, -2.1185], [0.1045, -0.1687, -1.6609], [-0.9105, 0.4510, -2.4637], [-1.7020, 1.3985, -1.6036], [-2.6846, 2.2019, -2.1594], [-3.3657, 3.1041, -1.3665], [-3.0372, 3.1956, -0.0244], [-2.0640, 2.3608, 0.4814], [-1.4152, 1.4681, -0.2826], [1.7287, -1.7259, -1.0137], [2.6197, -2.7391, -1.2905], [3.4764, -3.1741, -0.2920], [3.4358, -2.5438, 0.9382], [2.5031, -1.5447, 1.1545], [1.6354, -1.1629, 0.2155], [-1.5901, -0.2920, -2.8990], [-0.4857, 1.0082, -3.3057], [-2.8976, 2.1131, -3.2160], [-4.1369, 3.7333, -1.7907], [-3.5293, 3.8965, 0.6336], [-1.7793, 2.3855, 1.5189], [2.6222, -3.1441, -2.2926], [4.1780, -3.9764, -0.4778], [4.1089, -2.8175, 1.7378], [2.4520, -1.0245, 2.0936], [-0.2471, 1.6929, 2.7987], [-0.4107, 0.3955, 2.3152], [-1.7807, 0.1569, 2.4559], [0.1998, -0.4469, 3.4456], [0.1710, -1.7545, 3.1474], [-0.4410, -0.2852, 4.6058], [1.4854, -0.1006, 3.6610]],
  "forces_ev_per_angstrom": [[0.4, 0.5, 0.3], [-0.1, 0.0, 0.0], [0.0, 0.0, 0.0], [0.1, -0.1, 0.0], [0.0, -0.1, 0.0], [0.1, 0.1, 0.0], [0.0, 0.1, 0.0], [0.0, 0.0, 0.0], [0.0, 0.0, 0.0], [0.0, 0.0, 0.0], [-0.2, -0.2, -0.1], [0.0, 0.1, 0.0], [0.1, 0.0, 0.0], [0.0, 0.0, 0.0], [0.0, 0.0, 0.0], [0.0, 0.1, 0.0], [-0.3, -0.3, -0.1], [0.0, 0.0, 0.0], [0.0, 0.0, 0.0], [0.0, 0.0, 0.0], [0.0, 0.0, 0.0], [0.0, 0.0, 0.0], [0.0, 0.0, 0.0], [0.0, 0.0, 0.0], [0.0, 0.0, 0.0], [0.0, 0.0, 0.0], [0.0, -0.1, 0.1], [0.0, 0.1, -0.1], [0.0, -0.1, 0.0], [0.0, 0.0, 0.1], [0.0, 0.0, 0.0], [0.0, 0.0, 0.0], [0.0, 0.0, 0.0], [0.0, 0.0, 0.0]]
}

=====

{
  "formula": "C14H10N2O3S2",
  "method": "ωB97M-V/def2-TZVPD",
  "lumo_energy_ev": 3.174,
  "orbital_gap_ev": 1.977,
  "total_charge": -2,
  "elements": ["S", "C", "C", "C", "N", "S", "N", "C", "C", "C", "C", "C", "C", "C", "C", "C", "C", "H", "H", "H", "H", "H", "H", "H", "H", "H", "H", "C", "O", "O", "O"],
  "coordinates": [[-1.6678, -1.6960, 1.4321], [-1.9159, -0.8696, -0.1934], [-2.4437, -1.7205, -1.3779], [-2.6546, -0.9730, -2.7439], [-3.1103, -1.6245, -3.9487], [-3.1728, -0.3954, -5.1593], [-2.6581, 1.0688, -4.3678], [-2.3924, 0.5844, -3.0279], [-1.8415, 1.3932, -1.7739], [-1.6059, 0.6702, -0.4144], [-1.0121, 1.4049, 0.9037], [0.5978, 1.2157, 0.7957], [1.2550, 1.8614, -0.4813], [2.7812, 1.7517, -0.7793], [3.6493, 0.9628, 0.2366], [3.0013, 0.3500, 1.5265], [1.4626, 0.4643, 1.8403], [-1.0186, -2.8897, 1.1067], [-2.6483, -2.8332, -1.2094], [-1.5935, 2.5120, -1.8491], [-1.4386, 0.9683, 1.8672], [-1.1821, 2.5485, 0.8626], [0.6361, 2.4499, -1.2521], [3.2377, 2.2137, -1.7215], [4.7723, 0.8675, -0.0035], [3.7130, -0.2135, 2.2240], [0.9932, 0.0158, 2.7931], [1.5469, -2.4887, 3.7102], [1.0815, -1.6209, 4.4836], [0.8597, -3.4133, 3.1609], [2.7687, -2.5649, 3.3604]],
  "forces_ev_per_angstrom": [[0.4, 0.3, -1.2], [-1.0, -0.5, -4.1], [1.2, 4.1, 0.9], [-0.3, -0.4, -1.6], [1.4, 3.9, 2.2], [0.5, 0.1, 2.2], [0.3, -4.3, 4.1], [0.4, -0.1, 1.1], [-0.3, -2.8, 1.6], [-1.2, -0.5, -1.8], [1.2, 0.1, -1.5], [2.9, 0.0, -0.6], [2.5, -1.3, 1.7], [-2.0, -1.8, 3.5], [-3.5, 0.6, 0.5], [-1.3, 1.6, -2.3], [1.5, 1.7, -3.5], [-0.4, 1.2, 0.0], [0.2, 2.0, -0.6], [-0.5, -2.0, 0.1], [0.7, 0.6, -1.4], [0.0, -1.9, 0.0], [0.9, -1.2, 1.5], [-0.8, -0.7, 1.6], [-2.0, 0.0, 0.7], [-1.6, 0.7, -0.9], [1.0, 0.4, -1.5], [0.8, -1.2, -1.1], [-0.7, 1.3, 0.8], [-2.3, -0.8, -0.4], [1.9, 1.1, 0.3]]
}

=====

{
  "formula": "C14H10N6O4S3Ta",
  "method": "ωB97M-V/def2-TZVPD",
  "de_lowest_kcal_mol": 30.14,
  "lumo_energy_ev": -12.543,
  "orbital_gap_ev": 4.690,
  "total_charge": 3,
  "elements": ["Ta", "N", "C", "N", "C", "C", "S", "C", "C", "S", "C", "N", "N", "H", "H", "H", "H", "H", "H", "O", "C", "O", "C", "C", "C", "C", "C", "C", "N", "O", "O", "H", "H", "H", "H", "S", "C", "N"],
  "coordinates": [[0.3032, -1.0178, 1.2297], [-1.9560, -3.8355, 1.2223], [-0.8415, -3.9255, 0.5405], [0.1110, -2.9748, 0.4515], [1.1572, -3.4219, -0.3562], [0.9917, -4.6905, -0.8750], [-0.4680, -5.3758, -0.3749], [2.2282, -2.5275, -0.5109], [3.4235, -2.6764, -1.1969], [4.4053, -1.3173, -1.0242], [3.1741, -0.5360, -0.0382], [2.0784, -1.3208, 0.1514], [3.3499, 0.6696, 0.4136], [-2.1897, -3.0168, 1.7681], [-2.6263, -4.5951, 1.2449], [1.6666, -5.2321, -1.5230], [3.7507, -3.5297, -1.7747], [4.2025, 1.1847, 0.2229], [2.5988, 1.1798, 0.8705], [0.5866, 1.1773, 0.6714], [-0.4556, 1.0721, -0.0325], [-0.8062, -0.2226, -0.1819], [-1.3250, 2.0625, -0.5843], [-2.5301, 1.7172, -1.2181], [-3.3539, 2.7142, -1.6966], [-2.9859, 4.0517, -1.5611], [-1.7914, 4.3687, -0.9344], [-0.9511, 3.4065, -0.4341], [-1.3996, 5.7943, -0.7856], [-2.1471, 6.6095, -1.2600], [-0.3610, 6.0027, -0.1993], [-2.8059, 0.6791, -1.3327], [-4.2864, 2.4639, -2.1816], [-3.6122, 4.8519, -1.9339], [-0.0339, 3.6981, 0.0580], [1.1420, -1.1812, 5.8053], [0.9519, -1.1617, 4.2982], [0.8053, -1.1451, 3.0615]],
  "forces_ev_per_angstrom": [[2.5, 0.3, -1.7], [-0.7, 0.5, 0.6], [0.3, -1.4, -0.8], [-0.6, 0.4, 0.8], [-0.4, -2.9, -1.3], [0.8, 2.1, 0.5], [-0.9, 0.5, 0.8], [2.8, -0.6, -1.7], [-2.4, -0.5, 1.0], [-0.2, 1.2, 0.6], [1.0, -0.9, -0.9], [-0.1, 1.3, 0.9], [-0.2, 1.1, 0.7], [-0.2, -0.3, 0.0], [0.0, 0.1, 0.0], [0.0, 0.1, 0.1], [-0.1, 0.0, 0.1], [-0.1, -0.1, 0.0], [0.3, 0.0, -0.2], [0.6, -1.0, 1.3], [-1.8, -0.2, -1.0], [-0.8, -0.3, 0.7], [1.0, 0.1, 0.4], [-0.2, -0.1, -0.2], [0.0, -0.2, 0.0], [0.0, 0.0, 0.0], [0.1, 0.0, 0.1], [0.0, 0.3, 0.0], [0.0, 0.0, 0.0], [0.0, 0.0, 0.0], [0.0, 0.0, 0.0], [0.0, 0.0, 0.0], [0.0, 0.0, 0.0], [0.0, 0.0, 0.0], [0.0, 0.1, 0.0], [-0.1, 0.0, -0.7], [0.2, 0.1, 1.4], [-0.9, 0.2, -1.3]]
}

=====

{
  "formula": "C14H10O6",
  "method": "ωB97M-V/def2-TZVPD",
  "de_lowest_kcal_mol": 47.35,
  "lumo_energy_ev": -0.612,
  "orbital_gap_ev": 7.376,
  "smiles": "O=C(O)C(=Cc1cc(O)c2ccccc2c1O)C(=O)O",
  "elements": ["O", "C", "O", "C", "C", "C", "C", "C", "O", "C", "C", "C", "C", "C", "C", "C", "O", "C", "O", "O", "H", "H", "H", "H", "H", "H", "H", "H", "H", "H"],
  "coordinates": [[2.0335, -1.9509, 2.2515], [1.6912, -0.8164, 2.5528], [0.7493, -0.5080, 3.4868], [2.2764, 0.2873, 1.9837], [1.8777, 0.8264, 0.7496], [0.8451, 0.2947, -0.0126], [0.9303, -1.0066, -0.4865], [-0.1076, -1.6304, -1.0941], [-0.2851, -3.0278, -1.2179], [-1.2047, -0.8272, -1.5520], [-2.3826, -1.3790, -2.2832], [-3.3970, -0.5577, -2.7456], [-3.4729, 0.7828, -2.5461], [-2.4711, 1.3693, -1.7306], [-1.3143, 0.5883, -1.2916], [-0.2726, 1.0816, -0.4207], [-0.0688, 2.4994, -0.3196], [3.2209, 1.0937, 2.8565], [3.5488, 2.2240, 2.4304], [3.6635, 0.6102, 4.1412], [0.5484, -1.3556, 3.8402], [2.3101, 1.8086, 0.3830], [1.7533, -1.6884, -0.1881], [-1.1314, -3.1802, -1.6785], [-2.4484, -2.4341, -2.4409], [-4.1389, -1.0320, -3.4366], [-4.3485, 1.2892, -3.0373], [-2.4903, 2.4486, -1.4899], [-0.2789, 2.9592, -1.0863], [4.3647, 1.2310, 4.3824]],
  "forces_ev_per_angstrom": [[-0.9, 0.9, 0.9], [-1.2, -4.2, 1.1], [1.1, 0.4, -1.1], [1.5, 5.2, -3.0], [3.2, 1.7, 3.8], [-3.7, 0.2, -2.5], [0.7, -3.1, 1.0], [-2.7, -0.5, -1.0], [0.8, 1.6, -0.1], [-3.0, 0.1, -1.1], [1.6, 1.7, 1.2], [0.1, -3.5, -1.5], [0.8, 2.7, 1.3], [0.1, -0.3, -0.9], [0.1, -0.6, 1.1], [1.8, 1.8, -1.8], [0.3, -2.7, 3.3], [1.1, 3.3, -0.5], [-0.2, -3.4, 1.9], [-1.3, 0.4, -3.3], [-0.8, -1.4, 1.0], [-0.4, -1.3, 0.9], [-0.4, 0.8, -0.1], [0.8, 0.1, 0.4], [-0.2, -0.4, -0.4], [0.5, 0.4, 0.9], [1.2, 0.0, 1.0], [-0.1, -0.8, -0.1], [-0.8, 0.8, -2.3], [-0.1, 0.2, 0.1]]
}

=====

{
  "formula": "C14H11Cl3N3O3SSeZr",
  "method": "ωB97M-V/def2-TZVPD",
  "multiplicity": 2,
  "de_lowest_kcal_mol": 2.41,
  "lumo_energy_ev": [0.018, -0.047],
  "orbital_gap_ev": [5.818, 8.471],
  "s_squared": 0.755,
  "elements": ["Zr", "O", "N", "C", "C", "C", "C", "C", "S", "H", "H", "H", "H", "C", "C", "C", "C", "N", "C", "C", "H", "H", "H", "H", "H", "H", "H", "Cl", "C", "Cl", "Cl", "C", "O", "O", "Se", "C", "N"],
  "coordinates": [[-1.3786, -1.0565, 0.1569], [0.7089, -1.3204, -0.1114], [1.6601, -1.4287, 0.8087], [2.9203, -1.6625, 0.3720], [3.9474, -1.7833, 1.2586], [3.6733, -1.6639, 2.6302], [2.3901, -1.4335, 3.0466], [1.3372, -1.3084, 2.1212], [-0.2982, -1.0405, 2.5327], [3.0054, -1.7408, -0.7007], [4.9455, -1.9708, 0.8932], [4.4703, -1.7567, 3.3551], [2.1420, -1.3426, 4.0941], [-0.0427, 5.3995, -0.9964], [-0.3754, 3.9623, -0.7215], [0.2298, 3.2517, 0.3058], [-0.1218, 1.9342, 0.5304], [-1.0268, 1.2834, -0.2125], [-1.6101, 1.9642, -1.2112], [-1.3189, 3.2836, -1.4866], [0.7912, 5.7382, -0.3845], [-0.9039, 6.0349, -0.7836], [0.2157, 5.5406, -2.0463], [0.9695, 3.7198, 0.9419], [0.3193, 1.3713, 1.3425], [-2.3316, 1.4155, -1.8010], [-1.8256, 3.7776, -2.3054], [-0.1967, -5.3610, -1.6681], [-1.6874, -4.4981, -2.1293], [-1.6924, -4.2053, -3.8629], [-3.0964, -5.4516, -1.6732], [-1.6529, -3.1710, -1.3362], [-1.2194, -2.1409, -1.8859], [-2.0102, -3.1970, -0.1268], [-3.6062, -0.3124, 1.9166], [-3.7843, -0.3525, 0.1388], [-3.5462, -0.4782, -1.0019]],
  "forces_ev_per_angstrom": [[0.1, 0.1, 0.0], [0.0, 0.0, 0.0], [0.0, 0.0, 0.0], [0.0, 0.0, 0.0], [0.0, 0.0, 0.0], [0.0, 0.0, 0.0], [0.0, 0.0, 0.0], [-0.1, 0.0, 0.0], [0.0, 0.0, 0.0], [0.0, 0.0, 0.0], [0.0, 0.0, 0.0], [0.0, 0.0, 0.0], [0.0, 0.0, 0.0], [0.0, 0.0, 0.0], [0.0, 0.0, 0.0], [0.0, 0.0, 0.0], [0.0, 0.0, 0.0], [0.0, -0.2, 0.0], [0.0, 0.0, 0.0], [0.0, 0.0, 0.0], [0.0, 0.0, 0.0], [0.0, 0.0, 0.0], [0.0, 0.0, 0.0], [0.0, 0.0, 0.0], [0.0, 0.0, 0.0], [0.0, 0.0, 0.0], [0.0, 0.0, 0.0], [0.0, 0.0, 0.0], [0.0, 0.0, 0.0], [0.0, 0.0, 0.0], [0.0, 0.0, 0.0], [0.0, 0.0, 0.0], [0.0, 0.1, 0.0], [0.0, 0.1, 0.0], [0.0, 0.0, 0.2], [0.0, 0.0, -0.1], [0.0, 0.0, 0.0]]
}

=====

{
  "formula": "C14H11Cl3O2SV",
  "method": "ωB97M-V/def2-TZVPD",
  "multiplicity": 4,
  "de_lowest_kcal_mol": 16.64,
  "lumo_energy_ev": [-0.626, -0.799],
  "orbital_gap_ev": [7.004, 7.382],
  "s_squared": 3.762,
  "elements": ["V", "Cl", "C", "C", "C", "C", "O", "C", "C", "O", "C", "H", "H", "H", "H", "S", "C", "C", "C", "C", "C", "C", "H", "H", "H", "H", "H", "Cl", "C", "Cl", "H", "H"],
  "coordinates": [[-0.6509, -0.8255, -1.8274], [-1.0897, 2.9311, 4.4493], [-0.9636, 1.8110, 3.1228], [-0.7390, 0.4457, 3.4056], [-0.6343, -0.4693, 2.4004], [-0.7443, -0.0737, 1.0371], [-0.6491, -0.9689, 0.1166], [-0.9727, 1.3080, 0.7704], [-1.1228, 1.8037, -0.5503], [-1.0706, 1.1372, -1.6058], [-1.0794, 2.2373, 1.8395], [-0.6501, 0.1440, 4.4411], [-0.4587, -1.5154, 2.6089], [-1.3191, 2.8743, -0.6776], [-1.2515, 3.2859, 1.6313], [0.9908, -1.8149, -3.1415], [2.2710, -1.2265, -2.0460], [2.6811, -2.0025, -0.9612], [3.6672, -1.5438, -0.1021], [4.2623, -0.3060, -0.3107], [3.8632, 0.4661, -1.3910], [2.8756, 0.0107, -2.2549], [2.2159, -2.9649, -0.7921], [3.9737, -2.1558, 0.7372], [5.0318, 0.0484, 0.3629], [4.3210, 1.4311, -1.5701], [2.5719, 0.6193, -3.0967], [-6.2216, -1.8855, -0.5407], [-5.0961, -0.7862, -1.3223], [-3.6888, -1.6474, -1.9971], [-4.7268, -0.0775, -0.5914], [-5.5963, -0.2900, -2.1443]],
  "forces_ev_per_angstrom": [[-0.1, 0.1, 0.1], [0.0, 0.0, 0.0], [0.0, 0.0, 0.1], [0.0, 0.1, 0.0], [0.0, 0.1, -0.1], [0.0, -0.1, 0.0], [0.0, -0.2, 0.0], [0.0, 0.1, 0.1], [0.0, -0.2, -0.2], [-0.1, 0.1, -0.1], [0.0, -0.1, 0.0], [0.0, 0.0, 0.0], [0.0, 0.0, 0.0], [0.0, 0.0, 0.2], [0.0, 0.0, -0.1], [0.1, 0.0, -0.1], [0.0, -0.1, 0.1], [0.0, 0.0, 0.0], [0.0, 0.0, 0.0], [0.0, 0.0, 0.0], [0.0, 0.0, 0.0], [0.1, 0.1, 0.0], [0.0, 0.0, 0.0], [0.0, 0.0, 0.0], [0.0, 0.0, 0.0], [0.0, 0.0, 0.0], [0.0, 0.0, 0.0], [0.0, 0.0, 0.0], [0.1, 0.1, 0.0], [0.0, 0.0, 0.0], [0.0, 0.0, 0.0], [0.0, 0.0, 0.0]]
}